Entry 1:
26
Properties=species:S:1:pos:R:3:forces:R:3 method="wB97M-V/def2-TZVPD" homo_lumo_gap_ev="10.965 / 5.886" homo_ev="-14.0 / -14.0" de_lowest_kcal_mol=8.5 charge=+1 s2=0.754 spin_multiplicity=2
C -0.29146 -1.74531 0.60215 0.56 -0.10 0.66
C -0.61943 -2.32889 -0.79520 -1.15 1.10 1.33
C -1.77230 -1.61171 -1.48411 -0.48 -0.27 -0.04
O -2.96008 -1.52020 -0.70455 0.34 0.13 0.37
C -0.44627 -0.22994 0.72022 0.78 -0.58 1.28
N 0.68872 0.51804 0.22579 -2.60 -0.21 -3.07
C 0.43779 1.90025 -0.20432 1.65 0.49 1.91
C 1.71825 2.59669 -0.66170 -0.27 -0.97 -1.16
H 0.73397 -2.05536 0.85960 0.01 0.40 -0.18
H -0.79558 -2.15635 1.48568 -0.61 -0.16 -0.68
H 0.27455 -2.18049 -1.37637 0.28 -0.69 -0.63
H -0.96581 -3.34928 -0.66426 0.73 -0.40 -0.24
H -1.54475 -0.56903 -1.70569 0.18 -0.02 -0.37
H -1.99200 -2.15235 -2.40866 0.09 0.27 -0.16
H -3.11433 -2.33146 -0.20794 -0.02 -0.09 -0.16
H -1.38226 0.13305 0.27536 0.11 0.25 -0.18
H -0.55412 0.04420 1.78155 0.02 0.11 0.02
H 1.17076 -0.01858 -0.50876 0.81 0.04 0.70
H -0.31259 1.98035 -0.98329 -0.37 -0.58 -0.15
H 0.05738 2.35759 0.71201 -0.29 0.28 -0.21
H 2.02138 2.19348 -1.63696 -0.24 0.08 -0.06
H 2.59722 2.37535 -0.05783 -0.25 0.69 0.53
H 1.44805 3.63184 -0.84877 0.57 0.22 0.40
H 2.08447 0.94258 2.03861 0.32 -0.15 0.26
H 1.85054 2.25010 2.72977 0.22 1.01 0.22
O 1.66791 1.32540 2.81768 -0.38 -0.85 -0.40

Entry 2:
9
Properties=species:S:1:pos:R:3:forces:R:3 method="wB97M-V/def2-TZVPD" homo_lumo_gap_ev=10.602 smiles="FC/C=C(/F)Cl" homo_ev=-9.9 de_lowest_kcal_mol=30.3 spin_multiplicity=1
F -2.31001 0.38746 -0.26524 1.35 -0.35 0.99
C -1.04150 0.48856 0.39522 0.51 -2.51 -1.52
C 0.01931 -0.69371 -0.02803 -0.26 0.73 -0.27
C 1.28426 -0.34933 -0.35654 -2.73 0.79 1.21
F 2.24665 -1.23780 -0.40069 0.64 0.15 -0.69
Cl 1.68596 1.33375 -0.57347 1.11 -0.64 -0.04
H -0.55880 1.31442 -0.08683 -0.23 0.85 0.59
H -1.18807 0.54486 1.50440 0.08 -0.06 -1.16
H -0.13779 -1.78822 -0.18883 -0.47 1.02 0.89

Entry 3:
35
Properties=species:S:1:pos:R:3:forces:R:3 method="wB97M-V/def2-TZVPD" homo_lumo_gap_ev=8.729 smiles="O=C(NNC(=S)NCc1ccccc1)c1ccc(Br)cc1" homo_ev=-8.6 de_lowest_kcal_mol=23.0 spin_multiplicity=1
O 0.38020 3.09920 0.36235 -0.05 0.06 0.00
C 0.84063 1.97419 0.40543 -0.06 -0.05 0.02
N 1.85553 1.69238 -0.47007 0.55 0.21 -0.75
N 2.57843 0.52747 -0.63753 -0.11 0.35 0.27
C 2.60535 -0.23647 -1.77073 0.02 -0.04 -0.10
S 3.83633 -1.33221 -1.90512 0.48 -0.46 -0.01
N 1.68523 -0.12560 -2.74591 -0.14 0.10 -0.04
C 0.37196 0.48585 -2.68847 -0.28 0.26 0.08
C -0.56696 -0.15399 -1.68931 -0.02 0.05 -0.03
C -0.42341 -1.47977 -1.30489 0.00 0.01 -0.10
C -1.30917 -2.04623 -0.40477 -0.05 -0.06 -0.09
C -2.34957 -1.29648 0.11450 -0.07 -0.04 0.02
C -2.49922 0.02570 -0.26731 -0.08 0.00 -0.06
C -1.61141 0.59474 -1.16212 0.02 -0.09 -0.17
C 0.32692 0.95209 1.35339 -0.18 -0.16 0.41
C 0.80828 -0.34532 1.50869 0.03 0.12 0.03
C 0.22032 -1.20376 2.41948 -0.15 -0.06 0.28
C -0.85184 -0.76979 3.17875 0.06 -0.10 0.06
Br -1.68001 -1.97063 4.39569 0.07 0.11 -0.12
C -1.33860 0.52157 3.05567 0.01 -0.10 0.10
C -0.74524 1.37008 2.14652 0.17 0.05 -0.07
H 2.14915 2.50577 -1.00856 -0.02 -0.24 0.18
H 3.42517 0.42880 -0.08203 -0.26 0.04 -0.18
H 1.81691 -0.82341 -3.46483 0.13 0.13 0.14
H 0.46051 1.55320 -2.47008 -0.10 -0.15 -0.13
H -0.05821 0.39459 -3.69076 0.13 0.05 0.07
H 0.38372 -2.07782 -1.70208 0.13 -0.05 -0.03
H -1.18646 -3.07833 -0.11248 0.02 -0.10 0.05
H -3.04151 -1.74114 0.81397 -0.05 -0.03 0.10
H -3.30737 0.61802 0.13445 -0.07 0.06 0.06
H -1.72735 1.62891 -1.45172 0.01 0.16 -0.01
H 1.63322 -0.71398 0.92466 -0.03 -0.04 0.00
H 0.59293 -2.21009 2.53204 0.01 -0.08 0.00
H -2.17036 0.85172 3.65845 -0.06 0.02 0.04
H -1.10412 2.38071 2.02471 -0.03 0.06 -0.01

Entry 4:
93
Properties=species:S:1:pos:R:3:forces:R:3 method="wB97M-V/def2-TZVPD" homo_lumo_gap_ev=8.857 smiles="C=CC[C@@](C#N)(CCCCOC(C)=O)[C@H](C#N)B(O)OCC.COCCNCCOC.COCCNCCOC" homo_ev=-8.6 spin_multiplicity=1
C 6.59264 -2.33532 -3.47606 -0.23 0.24 -0.06
C 5.65266 -2.01412 -4.39992 0.62 -0.03 0.38
C 4.15262 -2.05112 -4.18924 0.18 1.07 0.56
C 3.39246 -0.69603 -4.26652 0.39 0.19 -0.61
C 4.03332 0.03052 -5.38818 -0.06 0.13 0.10
N 4.53539 0.61763 -6.23668 0.01 -0.01 -0.14
C 1.92231 -0.84987 -4.68337 -0.34 -0.82 -0.74
C 1.72696 -1.69113 -5.98170 0.09 0.16 0.42
C 0.72174 -1.04806 -6.94219 -0.05 -0.52 0.45
C -0.72511 -1.43405 -6.56308 0.22 -0.19 -0.78
O -1.58012 -0.29660 -6.44609 0.12 -0.24 0.49
C -1.53439 0.37152 -5.26260 0.08 0.83 0.02
C -1.67961 -0.35743 -3.94977 0.08 -0.25 -0.09
O -1.43286 1.57130 -5.27405 -0.14 -0.27 -0.11
C 3.58535 0.24098 -3.00520 -0.08 -0.04 0.38
C 4.34804 -0.40052 -1.93865 -0.29 -0.72 -0.10
N 4.83009 -1.06333 -1.13087 0.00 0.37 0.14
B 2.21957 0.82898 -2.34330 -0.31 0.73 -0.01
O 1.25179 0.07824 -1.74705 0.23 -0.44 -0.33
O 1.99116 2.18134 -2.35944 0.27 -0.36 -0.31
C 1.35724 2.70908 -3.53847 -0.11 0.67 0.11
C 2.31962 3.04660 -4.67738 -0.03 -0.26 -0.30
H 6.66407 -1.81915 -2.52697 -1.08 -1.20 0.81
H 7.34628 -3.09832 -3.64777 0.99 1.13 -0.83
H 6.00191 -1.76037 -5.39955 -0.33 -1.43 -0.52
H 3.92049 -2.58512 -3.27011 -0.02 0.19 0.20
H 3.82183 -2.70436 -4.99412 -0.18 0.07 -0.08
H 1.46862 0.11610 -4.90803 0.13 0.27 0.47
H 1.33664 -1.34675 -3.91144 0.07 0.19 0.27
H 2.68052 -1.88482 -6.46926 0.04 0.27 -0.17
H 1.36012 -2.67341 -5.67762 0.02 -0.14 -0.17
H 0.81667 0.03676 -6.92458 0.05 0.07 -0.14
H 0.93138 -1.39941 -7.94949 -0.05 0.15 -0.13
H -1.13176 -2.03645 -7.37195 -0.26 0.06 0.03
H -0.73723 -2.06835 -5.67892 -0.08 0.16 0.21
H -1.56836 -1.43598 -4.00046 -0.01 -0.03 -0.01
H -0.95736 0.06278 -3.25410 0.05 -0.03 0.07
H -2.66839 -0.14010 -3.55089 -0.09 0.07 -0.07
H 4.16100 1.11619 -3.29547 -0.02 0.08 -0.11
H 1.36535 -0.86699 -1.89859 0.06 -0.05 0.39
H 0.55689 2.04576 -3.86555 0.00 -0.11 -0.02
H 0.86704 3.62696 -3.22449 -0.06 -0.03 0.18
H 2.11797 2.45306 -5.56943 0.03 -0.11 -0.01
H 3.35868 2.87454 -4.40880 0.04 0.05 0.12
H 2.22573 4.08438 -4.98681 0.00 0.10 0.11
C -2.63302 -2.36805 4.16693 0.02 0.09 -0.12
O -1.76115 -1.39782 3.62269 -0.08 -0.18 0.16
C -0.52918 -1.26200 4.33096 0.21 0.38 -0.11
C 0.63003 -1.74044 3.48470 -0.18 -0.27 -0.07
N 0.60064 -3.18948 3.31349 0.09 0.16 -0.08
C 1.54361 -3.69431 2.32039 -0.14 -0.16 0.13
C 1.33739 -3.28017 0.86732 0.33 -0.14 -0.15
O 0.15519 -3.80463 0.28273 -0.05 0.29 -0.03
C -1.01364 -3.03364 0.50819 -0.02 -0.25 -0.10
H -3.57802 -2.29986 3.62935 0.01 0.03 -0.02
H -2.23870 -3.38304 4.04482 -0.02 -0.03 0.12
H -2.82018 -2.18032 5.22875 0.00 -0.06 0.02
H -0.55877 -1.78369 5.29224 -0.06 -0.14 -0.07
H -0.39747 -0.19655 4.53123 -0.01 -0.03 0.03
H 1.56835 -1.45804 3.96993 0.02 0.00 -0.02
H 0.57106 -1.21508 2.52163 0.07 0.16 0.07
H -0.33252 -3.46608 3.03939 -0.02 -0.02 0.04
H 1.49049 -4.78518 2.36025 0.07 -0.01 -0.05
H 2.55681 -3.41553 2.62529 0.00 0.06 -0.02
H 2.16273 -3.70067 0.28567 0.00 -0.04 0.03
H 1.39719 -2.19390 0.72421 -0.17 0.03 0.10
H -0.79001 -1.96747 0.59707 0.01 0.00 0.08
H -1.54091 -3.37512 1.40235 -0.06 0.17 0.04
H -1.68142 -3.18107 -0.34201 0.04 -0.02 -0.03
C -4.30930 4.19000 8.28311 0.00 -0.13 -0.01
O -4.92806 3.23001 7.44876 0.11 0.20 0.04
C -5.57819 3.78383 6.31039 -0.25 -0.27 -0.09
C -4.86904 3.38088 5.03539 0.25 0.04 0.12
N -3.57182 4.03616 4.92570 -0.09 -0.13 -0.06
C -2.72879 3.52316 3.84876 0.11 0.19 0.18
C -2.25532 2.07653 3.94119 0.10 -0.01 -0.35
O -1.35436 1.82895 5.00768 -0.24 0.05 0.09
C -1.96391 1.52498 6.24905 0.28 0.01 0.04
H -3.95621 3.67177 9.17309 -0.02 -0.04 -0.01
H -3.44988 4.65998 7.79270 -0.04 0.11 0.02
H -5.01897 4.96482 8.58760 0.03 0.05 0.00
H -5.66208 4.87132 6.38802 0.12 0.02 0.01
H -6.59104 3.37111 6.28922 -0.01 0.04 0.00
H -5.48539 3.66450 4.17735 0.01 -0.01 -0.02
H -4.77644 2.28617 5.04245 -0.16 -0.02 -0.04
H -3.07600 3.92555 5.80034 0.00 0.03 0.02
H -1.84023 4.15832 3.81306 0.02 -0.02 -0.07
H -3.25335 3.66117 2.89822 -0.04 -0.05 0.01
H -1.69418 1.86244 3.02754 0.01 -0.03 0.01
H -3.08314 1.35930 3.96346 -0.02 0.02 0.13
H -2.91854 1.00855 6.12140 -0.04 0.05 -0.01
H -2.10947 2.42462 6.85290 -0.15 -0.03 0.03
H -1.28378 0.87250 6.79927 0.00 -0.03 -0.04

Entry 5:
80
Properties=species:S:1:pos:R:3:forces:R:3 method="wB97M-V/def2-TZVPD" homo_lumo_gap_ev="6.229 / 4.844" homo_ev="-4.0 / -4.0" de_lowest_kcal_mol=0.0 charge=-1 s2=0.759 spin_multiplicity=2
Ru -0.52208 -0.25022 0.84868 0.44 -2.23 0.80
N -1.87138 -3.95105 3.08330 -0.09 -0.13 0.00
C -1.30251 -2.92738 2.37524 0.12 0.31 0.35
S -1.16076 -1.42149 3.18032 0.19 0.88 -0.99
N -0.87250 -3.24032 1.18603 -0.25 -0.74 0.16
N -0.33123 -2.24556 0.47231 -0.15 1.25 0.36
C 0.37185 -2.62409 -0.54845 0.35 -0.71 -0.56
C 0.62875 -4.07440 -0.81651 -0.02 0.09 0.03
C 1.92572 -4.57736 -0.76497 -0.01 -0.01 0.09
C 2.17034 -5.93607 -0.93574 -0.03 0.01 0.02
C 1.11488 -6.80839 -1.15431 -0.02 0.09 -0.02
C -0.18210 -6.31034 -1.22828 0.04 0.02 -0.03
C -0.42330 -4.95555 -1.06379 0.00 0.01 -0.18
C 0.94954 -1.60258 -1.38470 0.24 -0.14 -0.50
C 1.74564 -1.91942 -2.49768 -0.06 -0.14 -0.09
C 2.32541 -0.92297 -3.24540 0.06 -0.20 -0.16
C 2.11758 0.39867 -2.88144 -0.06 0.09 0.07
C 1.29156 0.63581 -1.80822 -0.25 0.33 0.11
N 0.69050 -0.31992 -1.09316 -0.91 0.49 1.14
H -2.47082 -3.64556 3.82894 -0.08 -0.03 0.06
H -2.22028 -4.71041 2.51873 0.06 -0.01 0.00
H 2.74831 -3.90040 -0.55904 -0.03 -0.03 0.00
H 3.18411 -6.31547 -0.87949 -0.02 0.04 0.01
H 1.29885 -7.86990 -1.26480 0.00 0.00 -0.02
H -1.00922 -6.98614 -1.41045 0.00 0.03 0.00
H -1.43150 -4.56539 -1.12411 0.01 -0.01 0.08
H 1.86482 -2.95689 -2.76960 0.08 -0.01 -0.01
H 2.92695 -1.16173 -4.11405 -0.02 -0.06 0.03
H 2.54852 1.21922 -3.43804 -0.01 0.02 0.06
H 1.06904 1.65668 -1.51756 0.01 -0.04 -0.05
C 4.13503 0.88830 2.63455 0.11 -0.01 0.15
Si 2.24267 1.00516 2.73304 0.25 -0.05 0.04
C 1.75058 0.84956 4.54365 -0.03 -0.08 0.14
C 1.94892 2.82457 2.28951 -0.13 0.08 -0.12
C 1.49708 -0.34227 1.72042 -0.22 0.42 -0.67
H 4.61722 1.65006 3.26156 -0.02 -0.09 -0.07
H 4.46700 1.04544 1.60114 -0.03 -0.02 0.08
H 4.49883 -0.09514 2.95371 -0.04 0.08 -0.05
H 2.19078 1.64967 5.15101 -0.05 -0.06 -0.06
H 2.08587 -0.11087 4.95270 -0.04 0.10 -0.05
H 0.66170 0.88442 4.66113 0.11 0.01 0.00
H 2.67537 3.44234 2.83164 -0.04 -0.08 -0.02
H 0.94440 3.15462 2.56847 0.10 0.00 -0.03
H 2.08279 3.02208 1.21833 -0.01 -0.01 0.10
H 1.47440 -1.24304 2.33705 0.07 -0.06 0.07
H 2.15805 -0.55172 0.86694 0.15 -0.02 0.12
Cl -4.28284 -0.24270 2.26310 -0.04 -0.03 0.15
Si -2.91581 -0.40548 0.63880 0.24 0.81 -0.80
Cl -3.85322 1.28817 -0.50393 -0.08 -0.01 0.20
Cl -3.86916 -1.99728 -0.39685 0.00 -0.25 0.05
Te -2.14813 0.37073 -2.99411 0.24 0.01 -0.28
C -1.35045 0.10463 -4.91808 -0.06 -0.13 -0.02
C -0.91494 1.05574 -5.80839 0.12 0.05 -0.09
C -0.49496 0.52211 -7.05866 0.00 0.05 0.08
C -0.61951 -0.83732 -7.10995 -0.08 -0.10 0.06
S -1.25045 -1.45526 -5.64579 0.04 0.05 0.01
H -0.90385 2.11136 -5.56374 0.01 -0.09 -0.02
H -0.11410 1.11850 -7.87840 -0.04 -0.02 0.05
H -0.39346 -1.50524 -7.93094 0.04 0.14 0.07
C -1.77298 2.08362 3.31133 0.02 0.39 0.10
N -2.05742 2.93628 2.16466 -0.17 -0.22 -0.12
C -3.39074 3.52280 2.12854 0.17 0.01 0.03
C -1.27405 2.88132 1.04419 0.03 0.15 0.24
N -0.52781 1.86874 0.77208 -0.21 -0.32 0.05
N -1.29461 4.02154 0.25258 -0.03 0.14 0.07
C -1.15499 5.32345 0.88746 0.03 -0.08 -0.11
C -0.72834 3.95083 -1.07505 -0.12 -0.01 0.05
H -2.69845 1.66772 3.70312 -0.04 -0.07 -0.06
H -1.28801 2.67031 4.10056 -0.03 0.00 0.03
H -1.12325 1.26405 3.03808 0.11 -0.11 -0.10
H -4.14012 2.73377 2.21410 -0.02 -0.01 0.02
H -3.54724 4.03217 1.18286 0.00 0.02 -0.02
H -3.52373 4.23304 2.95258 0.03 0.00 -0.03
H 0.14600 2.07217 0.05333 0.09 0.31 -0.01
H -1.39585 5.25443 1.94450 -0.03 -0.01 -0.02
H -1.81899 6.05301 0.41464 0.00 -0.02 0.02
H -0.12312 5.68793 0.79305 -0.02 0.00 0.02
H 0.36587 4.07603 -1.07025 0.01 -0.02 -0.01
H -1.15518 4.75175 -1.68136 0.03 0.01 0.00
H -0.99143 3.00249 -1.54274 -0.02 0.00 -0.02

Entry 6:
51
Properties=species:S:1:pos:R:3:forces:R:3 method="wB97M-V/def2-TZVPD" homo_lumo_gap_ev="6.152 / 6.162" homo_ev="-18.6 / -18.6" de_lowest_kcal_mol=0.6 charge=+3 spin_multiplicity=1
V -0.19135 0.78392 0.13253 1.29 -1.07 0.08
C -1.97828 2.01192 -3.70352 0.03 0.02 0.11
C -3.09365 1.33745 -3.17892 0.03 0.02 0.01
C -3.21880 1.10445 -1.82149 -0.08 -0.01 -0.03
C -2.24374 1.63956 -0.98464 0.02 -0.05 -0.06
C -1.12061 2.34435 -1.48615 -0.01 0.01 0.01
C -0.99409 2.51412 -2.86991 0.01 -0.02 -0.13
N -2.04827 1.31518 0.35422 -0.11 0.02 -0.03
N -2.84516 1.03211 1.28485 -0.09 -0.01 0.10
C -2.13992 0.46651 2.30949 0.00 0.07 -0.20
C -2.73280 0.15450 3.52930 -0.05 0.03 -0.04
C -1.92282 -0.39612 4.51943 0.08 -0.04 0.07
C -0.58322 -0.62631 4.26391 -0.11 0.02 0.04
C 0.00880 -0.31908 3.01295 0.11 0.00 -0.13
C -0.76482 0.23547 2.02703 0.02 -0.08 0.06
H -1.90852 2.17024 -4.77159 0.00 0.00 -0.01
H -3.86264 0.98370 -3.85401 -0.01 0.00 0.01
H -4.05038 0.54924 -1.40597 0.00 -0.01 -0.02
H -0.55074 2.99637 -0.81535 0.02 0.00 0.03
H -0.17674 3.09549 -3.27541 0.00 0.00 0.00
H -3.78890 0.33716 3.68486 -0.01 0.00 -0.01
H -2.34160 -0.64491 5.48478 0.00 -0.01 0.00
H 0.04062 -1.05361 5.03914 0.00 0.00 0.00
H 1.06371 -0.52876 2.88117 -0.01 0.01 -0.01
C 2.49328 3.07737 1.57699 0.04 0.05 0.00
C 2.69403 1.70517 1.03625 0.94 0.06 0.26
C 3.93304 1.05614 1.04166 -0.36 0.16 -0.01
C 4.06992 -0.23137 0.52053 -0.02 0.25 0.09
C 2.98073 -0.90550 -0.01014 -0.51 0.17 -0.04
C 1.75952 -0.23871 -0.01205 1.04 0.01 0.15
N 1.65247 1.05445 0.50320 -0.81 -0.30 -0.31
N 0.53549 -0.72168 -0.45398 -1.28 0.58 -0.17
Si 0.19398 -2.38715 -1.42042 -0.13 0.12 0.17
C 1.33215 -2.25660 -2.87057 -0.02 -0.05 0.06
C -1.59840 -2.13979 -1.80828 0.13 -0.08 -0.02
C 0.55077 -3.68445 -0.15402 0.01 0.05 -0.09
H 2.99085 3.80552 0.93093 -0.03 0.00 0.00
H 2.95311 3.16555 2.56213 -0.02 0.00 -0.01
H 1.43865 3.33479 1.65440 -0.02 0.01 0.01
H 4.78854 1.56972 1.46187 -0.02 0.00 -0.01
H 5.03974 -0.71395 0.53506 0.01 0.01 0.00
H 3.06473 -1.90401 -0.41234 -0.03 0.01 0.00
H 1.30230 -1.27743 -3.35125 -0.02 0.01 0.01
H 0.99601 -2.98563 -3.61522 -0.01 -0.01 0.00
H 2.36767 -2.50829 -2.63879 -0.01 0.02 0.00
H -1.76051 -1.28053 -2.46166 0.00 0.00 0.00
H -2.21843 -2.05310 -0.91294 0.01 0.01 0.02
H -1.95295 -3.02239 -2.34900 -0.03 0.02 0.00
H 1.59891 -3.73228 0.14309 0.00 0.00 0.01
H 0.30579 -4.65827 -0.58991 -0.01 0.00 -0.01
H -0.06750 -3.57054 0.73775 -0.01 0.01 0.00

Number 1: F_max 4.03 eV/A, M 135.21 g/mol, electronic energy -12073.5999 eV. Number 2: F_max 3.09 eV/A, M 112.51 g/mol, electronic energy -21115.2421 eV. Number 3: F_max 0.96 eV/A, M 364.27 g/mol, electronic energy -103177.8831 eV. Number 4: F_max 1.80 eV/A, M 572.55 g/mol, electronic energy -51871.5349 eV. Number 5: F_max 2.41 eV/A, M 903.97 g/mol, electronic energy -122884.6575 eV. Number 6: F_max 1.68 eV/A, M 411.48 g/mol, electronic energy -61662.5181 eV.